(1)
16
Properties=species:S:1:pos:R:3:nbo_charge:R:1 method="wB97M-V/def2-TZVPD" multiplicity=1 max_force_ha_per_bohr=0.0763 e_homo_ev=-7.60 total_energy_ha=-932.261464 e_above_lowest_kj_mol=241.1 mol_weight_g_mol=137.06
N -0.955 -0.508 1.403 -0.85
C -0.689 -0.899 0.118 -0.17
P 0.833 -1.855 -0.231 0.29
C -1.008 -0.097 -0.971 0.04
O -1.778 1.009 -0.799 -0.72
H -1.863 -0.034 1.433 0.40
H -0.558 -1.081 2.118 0.40
H 0.493 -1.704 -1.685 0.01
H 0.219 -3.118 -0.055 -0.03
H -0.634 -0.195 -1.988 0.19
H -1.483 1.621 -0.080 0.47
C 1.256 1.758 -1.158 -0.84
P 2.300 0.833 -0.217 0.45
H 1.430 1.476 -2.189 0.20
H 0.837 2.797 -1.035 0.23
H 2.023 1.508 1.051 -0.06

=====

(2)
8
Properties=species:S:1:pos:R:3:nbo_charge:R:1 method="wB97M-V/def2-TZVPD" multiplicity=1 max_force_ha_per_bohr=0.0834 e_homo_ev=-8.24 total_energy_ha=-141.034649 e_above_lowest_kj_mol=510.1 mol_weight_g_mol=43.86
B -1.086 0.031 0.129 0.41
C 1.138 -0.139 0.057 -0.40
O 0.361 1.162 0.113 -0.69
H -1.439 -0.396 -0.891 -0.09
H -1.688 -0.198 1.158 -0.06
H 1.567 -0.097 -1.008 0.16
H 1.866 -0.065 0.873 0.18
H 0.454 1.589 -0.760 0.50

=====

(3)
26
Properties=species:S:1:pos:R:3:nbo_charge:R:1 method="wB97M-V/def2-TZVPD" multiplicity=1 max_force_ha_per_bohr=0.0976 e_homo_ev=-17.16 total_charge=+2 total_energy_ha=-490.013771 e_above_lowest_kj_mol=87.1 mol_weight_g_mol=148.21
C -0.705 2.825 0.713 -0.43
C -2.493 1.698 -0.613 0.68
N -3.632 0.893 -0.524 -0.78
N -2.045 2.247 0.477 -0.53
N -2.003 1.601 -1.863 -0.76
H -4.331 0.802 0.185 0.43
H -3.985 0.671 -1.431 0.39
H -2.612 2.202 1.302 0.44
H -1.151 2.103 -2.052 0.42
H -2.552 1.176 -2.608 0.44
H -0.066 2.034 1.148 0.21
H -0.835 3.677 1.367 0.25
H -0.245 3.304 -0.158 0.23
C 1.560 -2.249 2.024 -0.44
C 2.143 -1.691 -0.384 0.67
N 2.263 -1.519 0.924 -0.54
N 2.966 -0.961 -1.180 -0.79
N 1.393 -2.686 -0.840 -0.76
H 2.870 -0.820 1.346 0.43
H 3.139 -0.007 -0.819 0.42
H 3.452 -1.260 -2.006 0.45
H 0.998 -3.360 -0.200 0.42
H 1.506 -3.173 -1.730 0.44
H 2.151 -3.140 2.136 0.23
H 0.579 -2.666 1.843 0.23
H 1.635 -1.698 2.942 0.25

=====

(4)
15
Properties=species:S:1:pos:R:3:nbo_charge:R:1 method="wB97M-V/def2-TZVPD" multiplicity=1 max_force_ha_per_bohr=0.0107 e_homo_ev=-9.94 total_energy_ha=-271.392075 e_above_lowest_kj_mol=365.9 smiles=C#CC(C)(C)C#C mol_weight_g_mol=92.14
C -0.595 2.045 1.542 -0.22
C -0.320 1.146 0.791 0.00
C 0.012 0.004 -0.088 -0.21
C -1.193 -0.327 -0.991 -0.57
C 1.246 0.342 -0.949 -0.57
C 0.301 -1.145 0.796 0.00
C 0.507 -2.057 1.554 -0.22
H -0.836 2.827 2.227 0.24
H -2.072 -0.564 -0.387 0.22
H -0.958 -1.189 -1.624 0.22
H -1.426 0.530 -1.631 0.22
H 1.027 1.202 -1.590 0.22
H 2.105 0.585 -0.319 0.22
H 1.504 -0.514 -1.582 0.22
H 0.684 -2.852 2.244 0.24

=====

(5)
92
Properties=species:S:1:pos:R:3:mulliken_spin:R:1 method="wB97M-V/def2-TZVPD" multiplicity=3 max_force_ha_per_bohr=0.0173 e_homo_ev="-7.67 / -10.43" total_charge=+1 total_energy_ha=-4254.365142 e_above_lowest_kj_mol=11.8 mol_weight_g_mol=821.86
Ti -0.387 0.213 0.480 1.12
N 1.135 2.871 1.797 0.00
C 0.479 2.216 2.810 -0.03
N 0.496 2.769 4.006 0.03
C -0.132 2.051 4.966 0.02
N -0.195 2.614 6.183 0.02
N -0.658 0.841 4.812 0.05
C -0.651 0.381 3.558 0.17
N -0.175 1.082 2.490 0.00
C -1.159 -0.904 3.221 0.15
C -1.671 -1.820 4.156 -0.02
C -2.100 -3.046 3.734 0.12
C -2.000 -3.361 2.356 0.03
C -1.503 -2.431 1.493 0.08
N -1.101 -1.187 1.879 0.10
H 1.746 3.592 2.152 0.00
H 1.580 2.244 1.139 0.02
H 0.241 3.503 6.341 0.00
H -0.608 2.101 6.939 0.00
H -1.702 -1.524 5.195 0.00
H -2.493 -3.768 4.435 0.01
H -2.300 -4.329 1.979 0.00
H -1.389 -2.648 0.439 0.02
S -5.856 -1.456 1.510 0.00
C -7.509 -1.866 1.450 0.00
C -8.006 -1.797 0.184 0.00
C -7.024 -1.403 -0.757 0.00
C -5.799 -1.179 -0.187 0.00
C -4.564 -0.770 -0.860 -0.01
C -3.395 -0.538 -0.103 0.05
N -2.241 -0.183 -0.630 0.00
C -2.165 0.005 -1.970 0.03
C -3.260 -0.210 -2.814 -0.01
C -3.114 -0.014 -4.229 0.00
C -1.940 0.397 -4.753 0.00
C -0.812 0.661 -3.906 0.00
C 0.423 1.109 -4.405 0.00
C 1.474 1.357 -3.548 0.00
C 1.241 1.164 -2.167 0.01
N 0.100 0.737 -1.676 0.00
C -0.923 0.469 -2.524 0.00
C 2.799 1.783 -3.997 0.00
C 3.962 1.801 -3.273 0.00
C 5.072 2.251 -4.030 0.00
C 4.732 2.565 -5.310 0.00
S 3.072 2.313 -5.609 0.00
C -4.469 -0.612 -2.227 0.01
H -8.031 -2.138 2.352 0.00
H -9.032 -2.018 -0.068 0.00
H -7.227 -1.291 -1.812 0.00
H -3.402 -0.658 0.972 0.02
H -3.966 -0.206 -4.868 0.00
H -1.831 0.539 -5.820 0.00
H 0.535 1.236 -5.475 0.00
H 2.020 1.352 -1.441 0.00
H 4.041 1.482 -2.244 0.00
H 6.076 2.333 -3.643 0.00
H 5.372 2.931 -6.095 0.00
H -5.322 -0.794 -2.867 0.00
C 6.737 -3.896 0.831 0.00
C 5.450 -3.139 0.675 0.00
C 4.844 -3.008 -0.568 0.00
C 3.652 -2.310 -0.729 0.00
C 3.013 -2.230 -2.088 0.00
C 3.084 -1.710 0.396 0.00
C 3.670 -1.818 1.662 -0.01
C 3.040 -1.196 2.880 0.00
C 4.845 -2.546 1.778 0.00
C 1.819 -0.955 0.264 -0.01
O 0.776 -1.502 -0.185 0.00
O 1.744 0.268 0.622 -0.01
H 6.978 -4.453 -0.073 0.00
H 6.678 -4.602 1.660 0.00
H 7.565 -3.218 1.038 0.00
H 5.304 -3.467 -1.435 0.00
H 3.744 -2.457 -2.863 0.00
H 2.602 -1.239 -2.295 0.00
H 2.188 -2.939 -2.171 0.00
H 1.964 -1.382 2.921 0.01
H 3.176 -0.114 2.888 0.00
H 3.484 -1.606 3.785 0.00
H 5.299 -2.659 2.756 0.00
C -1.447 4.684 1.055 0.00
S -0.974 3.584 -0.268 0.01
C -2.267 3.998 -1.425 0.00
O -1.354 2.206 0.212 0.02
H -2.521 4.622 1.222 0.00
H -1.151 5.697 0.783 0.00
H -0.896 4.369 1.938 0.00
H -2.071 4.983 -1.848 0.00
H -3.233 3.970 -0.924 0.00
H -2.226 3.250 -2.217 0.00

=====

(6)
50
Properties=species:S:1:pos:R:3:nbo_charge:R:1 method="wB97M-V/def2-TZVPD" multiplicity=1 max_force_ha_per_bohr=0.0333 e_homo_ev=-6.89 total_energy_ha=-3888.622632 mol_weight_g_mol=456.29
C -0.021 -1.334 2.742 -0.34
C -0.163 -1.266 1.433 -0.06
N -0.348 0.014 0.772 -0.29
C -1.568 0.589 0.836 0.20
C -2.760 -0.075 1.515 -0.11
O -3.640 -0.635 0.571 -0.50
C -3.318 -1.916 0.151 0.25
O -2.938 -1.873 -1.204 -0.53
C -2.488 -3.126 -1.670 -0.09
C -1.032 -3.111 -2.092 -0.07
O -0.723 -1.892 -2.741 -0.71
C -1.755 1.827 0.252 -0.06
Br -3.465 2.642 0.318 0.12
C -0.702 2.494 -0.387 -0.10
C -0.907 3.863 -1.004 0.77
O -0.144 4.744 -0.802 -0.46
O -1.980 4.032 -1.830 -0.71
C 0.540 1.851 -0.439 0.15
C 1.693 2.559 -1.105 -0.27
N 2.212 3.395 -0.024 -0.85
C 0.701 0.594 0.146 0.29
C 1.997 -0.131 0.107 -0.07
C 2.096 -1.453 -0.339 -0.24
C 3.341 -2.053 -0.326 0.02
N 4.483 -1.490 0.047 -0.39
C 4.390 -0.228 0.464 0.04
C 3.184 0.451 0.519 -0.20
H -0.191 -2.257 3.276 0.22
H 0.299 -0.450 3.287 0.26
H -0.109 -2.125 0.787 0.21
H -3.296 0.730 2.004 0.23
H -2.468 -0.757 2.306 0.21
H -4.184 -2.574 0.288 0.15
H -2.489 -2.360 0.718 0.13
H -3.084 -3.413 -2.539 0.19
H -2.638 -3.919 -0.932 0.18
H -0.361 -3.238 -1.231 0.13
H -0.822 -3.957 -2.753 0.17
H 0.202 -1.898 -3.002 0.47
H -2.588 4.647 -1.403 0.51
H 2.451 1.873 -1.487 0.19
H 1.341 3.178 -1.931 0.20
H 3.211 3.535 -0.105 0.35
H 1.991 2.829 0.816 0.43
H 1.230 -1.988 -0.693 0.20
H 3.397 -3.087 -0.652 0.19
H 5.300 0.268 0.772 0.20
H 3.171 1.460 0.901 0.28
O 1.635 2.231 2.475 -1.33
H 1.322 2.799 3.183 0.43

=====

(7)
14
Properties=species:S:1:pos:R:3:nbo_charge:R:1 method="wB97M-V/def2-TZVPD" multiplicity=1 max_force_ha_per_bohr=0.1360 e_homo_ev=-8.69 total_energy_ha=-742.601877 e_above_lowest_kj_mol=480.5 mol_weight_g_mol=130.17
C 1.086 -1.296 -2.273 0.60
C 0.429 -0.874 -1.298 -0.43
C -0.030 -1.103 0.164 -0.46
C -0.139 1.402 1.121 -0.52
C -0.812 -0.058 1.017 -0.41
O 1.577 -1.420 -3.356 -0.48
O -0.248 2.068 -1.415 -0.88
S 0.667 1.252 -0.680 1.25
H -0.515 -2.086 0.372 0.24
H 0.894 -1.380 0.581 0.22
H 0.516 1.399 1.938 0.21
H -0.813 2.181 1.179 0.23
H -1.707 0.215 0.554 0.22
H -0.906 -0.301 2.097 0.23

=====

(8)
10
Properties=species:S:1:pos:R:3:nbo_charge:R:1 method="wB97M-V/def2-TZVPD" multiplicity=3 max_force_ha_per_bohr=0.0665 e_homo_ev="-4.99 / -9.69" total_energy_ha=-950.906606 e_above_lowest_kj_mol=379.6 mol_weight_g_mol=116.21
C -2.703 -0.192 -0.341 -0.22
C -1.522 -0.337 -0.159 -0.05
C 0.009 -0.364 -0.280 -0.57
C 1.164 0.035 0.704 -0.59
S 0.855 -1.734 0.529 0.53
S 2.689 0.766 -0.082 0.00
H -3.827 -0.119 -0.282 0.25
H 0.329 -0.044 -1.279 0.27
H 1.140 0.300 1.759 0.25
H 1.867 1.688 -0.567 0.13

=====

(9)
85
Properties=species:S:1:pos:R:3:lowdin_charge:R:1 method="wB97M-V/def2-TZVPD" multiplicity=1 max_force_ha_per_bohr=0.0368 e_homo_ev=-8.41 total_energy_ha=-27586.280143 smiles="C#CCCCC1=C(CC)C(=O)C(P(O)O)=C(CCCC(=O)O)C1=O.BrCCBr.BrCCBr.BrCCBr.BrCCBr.BrCCBr" mol_weight_g_mol=1291.63
C -2.353 2.240 3.134 -0.06
C -1.736 3.125 2.596 -0.13
C -0.880 4.207 2.054 -0.18
C -0.150 3.674 0.786 -0.17
C -0.679 4.286 -0.551 -0.12
C -0.254 3.340 -1.652 -0.11
C -1.019 2.455 -2.304 -0.09
C -2.493 2.285 -2.029 -0.16
C -3.346 1.997 -3.306 -0.09
C -0.274 1.605 -3.330 -0.31
O -0.740 1.262 -4.387 0.11
C 1.135 1.194 -2.897 -0.18
P 1.746 -0.519 -3.258 0.89
O 0.426 -1.352 -3.832 -0.29
O 2.031 -1.166 -1.762 -0.34
C 1.883 2.085 -2.244 -0.16
C 3.279 1.822 -1.754 -0.13
C 3.353 1.857 -0.199 -0.20
C 4.047 3.125 0.376 -0.08
C 5.221 2.797 1.303 -0.50
O 6.256 3.404 1.266 0.12
O 5.078 1.775 2.199 0.07
C 1.222 3.425 -2.007 -0.28
O 1.809 4.481 -2.063 0.14
H -3.024 1.638 3.766 -0.09
H -1.476 5.105 1.879 0.11
H -0.106 4.415 2.801 0.11
H 0.937 3.803 0.814 0.10
H -0.358 2.600 0.696 0.10
H -0.152 5.231 -0.743 0.12
H -1.749 4.498 -0.517 0.11
H -2.936 3.154 -1.535 0.10
H -2.682 1.436 -1.355 0.12
H -2.968 2.564 -4.162 0.07
H -3.203 0.941 -3.553 0.06
H -4.399 2.244 -3.147 0.07
H 0.597 -2.274 -3.587 0.03
H 1.303 -0.999 -1.139 -0.02
H 3.948 2.596 -2.156 0.13
H 3.673 0.867 -2.107 0.09
H 3.959 0.997 0.116 0.10
H 2.359 1.698 0.251 0.01
H 4.443 3.726 -0.443 0.12
H 3.363 3.734 0.984 0.12
H 4.131 1.613 2.321 0.09
Br 1.534 -0.147 1.716 0.76
C 0.530 -1.585 2.568 -0.65
C 1.056 -2.931 2.150 -0.67
Br 0.478 -3.394 0.352 0.67
H -0.515 -1.435 2.317 0.05
H 0.669 -1.437 3.637 0.06
H 0.656 -3.716 2.789 0.06
H 2.140 -2.982 2.156 0.06
Br -4.173 0.219 2.666 0.78
C -5.255 -1.188 3.483 -0.65
C -5.004 -2.516 2.821 -0.69
Br -5.902 -2.595 1.097 0.62
H -6.293 -0.875 3.416 0.05
H -4.952 -1.210 4.528 0.06
H -5.427 -3.331 3.406 0.06
H -3.951 -2.712 2.643 0.05
Br -6.065 -5.016 -1.901 0.58
C -6.839 -3.391 -2.645 -0.70
C -6.446 -3.189 -4.084 -0.70
Br -4.616 -2.541 -4.237 0.60
H -6.527 -2.572 -2.004 0.02
H -7.915 -3.528 -2.559 0.06
H -7.060 -2.415 -4.540 0.06
H -6.513 -4.097 -4.674 0.05
Br 0.275 -7.826 -1.233 0.60
C -0.561 -6.528 -2.419 -0.70
C 0.077 -6.533 -3.782 -0.69
Br 1.794 -5.615 -3.769 0.61
H -0.501 -5.564 -1.925 0.02
H -1.602 -6.835 -2.485 0.06
H -0.535 -5.980 -4.492 0.06
H 0.256 -7.533 -4.165 0.05
Br 6.380 -0.867 4.606 0.60
C 7.321 0.832 4.735 -0.69
C 7.462 1.279 6.165 -0.70
Br 5.789 1.994 6.859 0.59
H 6.776 1.540 4.117 0.03
H 8.299 0.650 4.294 0.06
H 8.174 2.098 6.239 0.06
H 7.763 0.478 6.833 0.05

=====

(10)
102
Properties=species:S:1:pos:R:3:lowdin_charge:R:1 method="wB97M-V/def2-TZVPD" multiplicity=1 max_force_ha_per_bohr=0.0373 e_homo_ev=-0.07 total_charge=-2 total_energy_ha=-4592.426480 e_above_lowest_kj_mol=60.6 mol_weight_g_mol=869.95
Rb -0.306 -0.556 -1.760 0.57
N -1.792 -2.891 0.193 -0.02
C -2.583 -2.879 1.234 -0.42
C -2.938 -4.053 2.014 -0.07
C -3.848 -4.019 3.031 -0.16
C -4.513 -2.826 3.394 -0.16
C -4.181 -1.675 2.699 -0.17
C -3.232 -1.653 1.678 -0.34
P -2.702 -0.107 0.911 1.08
C -2.140 0.917 2.346 -0.37
C -1.755 2.236 2.089 -0.11
C -1.260 3.054 3.092 -0.10
C -1.125 2.563 4.387 -0.12
C -1.483 1.250 4.652 -0.12
C -1.980 0.434 3.640 -0.10
C -4.301 0.737 0.541 -0.35
C -4.942 1.679 1.342 -0.10
C -6.148 2.246 0.946 -0.11
C -6.733 1.876 -0.257 -0.11
C -6.107 0.931 -1.060 -0.09
C -4.904 0.367 -0.664 -0.09
H -1.481 -3.843 0.015 0.04
H -2.457 -2.483 -1.295 -0.14
H -2.464 -4.991 1.738 0.08
H -4.077 -4.939 3.563 0.08
H -5.256 -2.813 4.181 0.06
H -4.673 -0.741 2.963 0.10
H -1.841 2.625 1.079 0.11
H -0.968 4.072 2.862 0.09
H -0.735 3.197 5.175 0.09
H -1.374 0.849 5.654 0.10
H -2.256 -0.592 3.857 0.10
H -4.497 1.981 2.282 0.09
H -6.631 2.979 1.583 0.09
H -7.671 2.321 -0.569 0.09
H -6.548 0.630 -2.002 0.09
H -4.427 -0.390 -1.285 0.07
C 5.649 0.481 -2.491 -0.05
O 5.543 -0.148 -1.218 -0.08
C 6.167 0.452 -0.174 -0.24
C 7.450 0.972 -0.250 -0.02
C 8.075 1.486 0.881 -0.12
C 7.407 1.484 2.094 -0.12
C 6.103 1.005 2.166 -0.03
C 5.456 0.499 1.044 -0.19
N 4.153 0.010 1.108 0.15
C 3.151 0.339 0.153 -0.35
N 3.345 1.555 -0.424 0.14
C 2.871 2.132 -1.649 -0.25
C 2.029 1.481 -2.544 -0.13
C 1.730 2.249 -3.691 -0.20
C 2.203 3.529 -3.939 -0.14
C 3.069 4.129 -3.020 -0.08
C 3.401 3.417 -1.879 -0.24
O 4.278 3.903 -0.910 -0.13
C 4.932 5.114 -1.180 -0.12
N 2.162 -0.432 -0.070 0.11
C 2.049 -1.687 0.547 -0.23
C 2.008 -2.832 -0.242 -0.03
C 1.745 -4.083 0.300 -0.10
C 1.503 -4.204 1.656 -0.10
C 1.537 -3.077 2.469 -0.03
C 1.810 -1.833 1.922 -0.22
O 1.867 -0.680 2.665 -0.10
C 1.327 -0.734 3.968 -0.08
H 4.788 0.148 -3.066 0.09
H 6.577 0.193 -2.994 0.08
H 5.596 1.567 -2.390 0.09
H 7.968 0.947 -1.201 0.11
H 9.081 1.880 0.808 0.09
H 7.883 1.877 2.983 0.09
H 5.557 1.045 3.102 0.11
H 3.771 -0.186 2.021 0.12
H 4.047 2.115 0.028 0.12
H 1.070 1.824 -4.449 0.06
H 1.914 4.071 -4.835 0.08
H 3.459 5.123 -3.197 0.08
H 5.620 5.284 -0.353 0.08
H 4.227 5.950 -1.239 0.09
H 5.496 5.066 -2.118 0.09
H 2.165 -2.712 -1.307 0.11
H 1.695 -4.948 -0.349 0.10
H 1.261 -5.166 2.089 0.09
H 1.325 -3.177 3.525 0.10
H 1.282 0.293 4.321 0.09
H 1.958 -1.329 4.638 0.09
H 0.317 -1.148 3.954 0.09
C -3.711 -2.951 -5.399 -0.26
Ge -3.901 -1.997 -3.667 0.59
C -5.897 -2.188 -3.379 -0.26
C -3.758 -0.076 -4.197 -0.25
C -2.669 -2.588 -2.401 -0.41
H -4.507 -2.651 -6.087 -0.01
H -3.770 -4.031 -5.247 0.00
H -2.745 -2.728 -5.854 0.00
H -6.476 -1.788 -4.220 -0.01
H -6.214 -1.689 -2.460 -0.03
H -6.137 -3.249 -3.269 -0.01
H -4.594 0.234 -4.830 0.00
H -2.832 0.074 -4.758 0.00
H -3.728 0.582 -3.324 -0.01
H -2.808 -3.690 -2.418 -0.10